No. 1
ORCA calculation (ωB97M-V/def2-TZVPD) on 8 unconnected molecules or ions with the total composition C23H54N2O22S4 at a distorted geometry.

## Properties
Energy above the lowest of the compared OMol25 structures with the same formula, charge and spin (kcal/mol): 4.71
E_tot (Ha): -4265.608989
HOMO level (eV): -8.53

```
105
Properties=species:S:1:pos:R:3:forces:R:3
C -3.74936 3.15027 -4.55563 -0.103 -1.199 -2.434
N -2.60436 2.93427 -3.58563 -2.399 -0.362 -0.866
C -2.73336 4.04327 -2.67663 5.624 2.574 -2.848
C -2.93836 1.67327 -2.83563 0.358 0.433 -1.807
C -1.30036 2.93927 -4.31863 0.012 -1.911 5.852
C -0.11436 2.63927 -3.39563 0.209 -1.725 1.354
O 1.00364 3.20327 -3.92463 -1.026 2.514 -3.230
H -4.80836 3.24527 -4.12363 1.993 -0.019 0.040
H -3.80436 2.09627 -5.18563 0.304 3.224 0.935
H -3.42436 4.13327 -5.08963 -1.078 -2.025 0.271
H -3.61636 4.35527 -2.48463 -6.839 1.201 0.350
H -2.28936 4.98827 -3.14563 -0.050 -1.421 0.638
H -2.41836 3.96427 -1.71563 2.262 -1.054 2.564
H -3.33336 0.91127 -3.53363 0.081 0.521 0.802
H -3.54736 2.04427 -2.06363 -1.333 -0.533 0.847
H -2.01836 1.41927 -2.44163 1.643 -1.347 1.233
H -1.19736 3.77427 -4.79863 0.574 5.793 -1.855
H -1.30036 2.35127 -5.11163 -0.470 -3.898 -3.106
H -0.01736 1.54127 -3.22663 -0.041 0.488 -0.268
H -0.09236 3.07427 -2.40763 -1.604 0.094 0.710
H 1.84364 2.88727 -3.74963 2.086 -1.638 1.056
N 0.20964 0.03627 -0.69563 3.115 -0.185 0.488
O -0.97636 -0.19473 -0.76063 -2.939 -0.006 0.372
O 0.92564 -0.25573 -1.66963 0.366 0.231 -0.570
O 0.76364 0.48627 0.34937 -0.844 -0.014 -0.376
O 5.39864 5.25627 0.03837 2.244 1.534 2.323
S 5.01564 4.17627 -0.74263 -4.956 -2.685 -3.036
O 5.04664 2.74527 -0.53963 1.543 1.253 0.553
O 3.34464 4.44927 -0.81363 0.973 0.711 -3.407
C 2.55764 3.63627 0.05537 5.689 -1.659 3.636
C 1.24264 4.17927 0.26337 1.789 3.620 -5.450
C 5.51464 4.51527 -2.43663 4.907 1.856 3.919
H 3.30364 3.85927 0.88637 -2.073 -1.039 1.021
H 2.77364 2.53727 -0.07863 -1.139 1.014 -0.515
H 1.31964 5.27727 0.51337 -0.396 -1.089 -0.739
H 0.56964 3.76127 0.80537 -3.404 -3.205 4.585
H 0.76564 3.89627 -0.72763 0.053 1.523 0.372
H 5.00964 3.96327 -3.05463 -2.817 -3.448 -3.371
H 6.67964 4.25227 -2.50063 -2.633 0.751 0.197
H 5.30364 5.54427 -2.62463 0.205 0.768 -0.030
O 2.86264 -0.28473 3.46237 -0.163 -0.753 -0.427
S 2.98064 0.97527 4.10137 -0.494 2.412 -0.233
O 3.64364 2.08327 3.47437 0.277 -0.545 -0.339
O 1.51764 1.53327 4.49737 1.224 -2.134 1.953
C 0.89864 2.27227 3.47937 2.208 -0.967 -2.436
C -0.44336 2.61227 3.82437 2.863 2.499 -0.709
C 3.63564 0.76127 5.66337 0.520 -0.103 4.242
H 0.90264 1.65027 2.59437 -0.227 -0.397 -0.527
H 1.67664 2.97327 3.24337 -0.564 1.574 -0.264
H -0.55036 3.44727 4.37837 -0.446 3.518 1.070
H -0.85136 1.99927 4.43237 -1.775 -5.088 4.988
H -1.14136 2.41127 3.15837 -2.874 0.395 -4.309
H 3.80664 1.85627 6.26037 -1.183 -3.178 -1.679
H 4.72864 0.38627 5.62237 -2.046 0.113 -0.316
H 2.84264 -0.07473 6.19437 2.598 2.621 -1.072
O -6.49236 -0.04473 -0.10063 0.331 -0.528 -3.110
S -6.09036 -0.66073 -1.39263 2.373 0.628 4.581
O -5.25736 0.00127 -2.33463 0.555 1.066 -0.554
O -5.20636 -1.99073 -0.86263 -1.316 0.963 -1.528
C -4.27436 -1.80773 0.24337 0.758 -2.395 0.248
C -3.61236 -3.28073 0.48337 0.101 4.301 3.284
C -7.43636 -1.30873 -2.21263 1.345 -5.490 1.059
H -4.84636 -1.59073 1.15137 0.233 0.425 -0.336
H -3.45036 -1.10373 0.01837 -0.728 -0.055 0.039
H -4.32336 -4.02073 0.33237 -2.026 -1.298 1.057
H -3.13636 -3.11873 1.65037 -1.122 -1.220 -3.600
H -2.99936 -3.58473 -0.30463 2.192 0.313 -0.872
H -8.19936 -0.65573 -2.54463 -0.344 0.894 -0.170
H -7.70236 -1.84373 -1.17663 -0.801 0.135 -2.756
H -6.99236 -2.10373 -3.08663 -1.514 2.270 2.658
O 4.54064 -2.95773 0.55737 -1.820 -0.638 -0.241
S 3.32464 -3.75273 0.68637 4.447 2.559 4.490
O 2.77664 -4.43673 -0.36263 -2.045 -2.253 -4.366
O 3.71464 -4.89973 1.81337 -1.136 1.786 -0.124
C 4.94364 -5.53173 1.46037 0.925 1.343 -0.494
C 5.12764 -6.70873 2.34137 -1.021 -1.843 0.921
C 2.05264 -2.87573 1.46737 -3.009 2.665 1.687
H 5.80464 -4.76173 1.46537 -1.291 -1.301 0.227
H 4.80664 -5.85573 0.45037 0.248 -0.305 -0.855
H 5.55964 -6.37473 3.32237 -0.118 -0.825 -0.910
H 5.72164 -7.47073 1.73937 -0.327 0.883 1.336
H 4.08564 -7.22673 2.57137 2.100 1.134 -0.548
H 2.27064 -2.22173 2.41237 0.191 -2.014 -1.363
H 1.15964 -3.56073 1.54137 1.190 0.285 0.559
H 1.52564 -2.00973 0.91037 1.663 -1.303 -0.404
C -0.73336 -1.16973 2.90937 2.453 -0.034 1.451
C -0.12836 -1.95973 4.19837 -1.741 2.589 -1.957
O -0.99936 -1.47773 5.16837 -0.230 -0.344 0.764
C -1.92536 -0.61173 4.70137 -0.298 -0.236 4.225
O -2.67236 -0.17573 5.55037 -0.148 0.474 -2.130
O -1.78436 -0.35973 3.43137 -0.614 -0.298 -0.867
H -1.02036 -1.76473 2.08137 -0.749 -0.651 -0.566
H 0.00464 -0.47073 2.56837 0.479 0.215 -0.470
H 0.85264 -1.70173 4.47737 1.358 0.732 -0.131
H -0.17036 -2.98773 4.17037 -0.432 -2.419 -0.441
C -1.23936 -2.97573 -2.80863 -0.347 3.064 -0.279
C -0.05536 -3.51773 -2.09063 -3.641 -1.703 2.326
O -0.06736 -4.82373 -2.64963 1.697 -2.103 1.182
C -0.87236 -4.98173 -3.67363 0.659 -2.667 -3.592
O -0.95236 -5.96673 -4.44763 0.121 3.010 3.172
O -1.46436 -3.83073 -3.90963 -1.009 1.410 -1.318
H -1.39036 -1.85973 -2.88163 1.587 -0.767 -1.531
H -2.11236 -2.99773 -2.26863 -2.071 -1.344 2.150
H -0.34936 -3.60473 -0.99363 0.428 -0.058 -1.138
H 0.86764 -3.09473 -2.05663 2.660 1.339 -0.916
```
Forces are in eV/Å.

Atomic partial charges in e from the Löwdin method, atoms 1 to 99:
1. C 0.002
2. N -0.340
3. C -0.027
4. C 0.041
5. C -0.056
6. C -0.231
7. O 0.005
8. H 0.133
9. H 0.165
10. H 0.139
11. H 0.039
12. H 0.166
13. H 0.092
14. H 0.114
15. H 0.097
16. H 0.055
17. H 0.079
18. H 0.104
19. H 0.129
20. H 0.103
21. H 0.073
22. N -0.629
23. O -0.048
24. O -0.051
25. O -0.063
26. O -0.243
27. S 0.642
28. O -0.277
29. O -0.295
30. C -0.329
31. C -0.046
32. C -0.097
33. H 0.116
34. H 0.136
35. H 0.126
36. H -0.003
37. H 0.090
38. H -0.017
39. H 0.140
40. H 0.060
41. O -0.267
42. S 0.531
43. O -0.275
44. O -0.239
45. C -0.281
46. C -0.023
47. C -0.191
48. H 0.099
49. H 0.106
50. H 0.076
51. H 0.022
52. H 0.062
53. H 0.150
54. H 0.093
55. H 0.150
56. O -0.312
57. S 0.607
58. O -0.312
59. O -0.297
60. C -0.210
61. C -0.027
62. C -0.157
63. H 0.107
64. H 0.108
65. H 0.033
66. H 0.154
67. H 0.012
68. H 0.054
69. H 0.117
70. H 0.171
71. O -0.284
72. S 0.570
73. O -0.236
74. O -0.265
75. C -0.346
76. C -0.094
77. C -0.157
78. H 0.146
79. H 0.098
80. H 0.085
81. H 0.096
82. H 0.121
83. H 0.084
84. H 0.084
85. H 0.093
86. C -0.049
87. C -0.080
88. O 0.051
89. C -0.594
90. O 0.129
91. O 0.089
92. H 0.097
93. H 0.085
94. H 0.092
95. H 0.098
96. C -0.135
97. C -0.088
98. O 0.091
99. C -0.561


No. 2
ORCA calculation (ωB97M-V/def2-TZVPD) on 2 unconnected molecules or ions with the total composition C5H14NO2 at a distorted geometry.

## Properties
Total charge: -1
Energy above the lowest of the compared OMol25 structures with the same formula, charge and spin (kcal/mol): 18.00
E_tot (Ha): -404.125882
HOMO level (eV): -3.04

```
22
Properties=species:S:1:pos:R:3:forces:R:3
C 0.91390 -0.60946 -2.24713 -0.273 -0.481 0.167
N 1.02458 0.26973 -1.10291 -0.016 0.661 -0.619
C 1.17861 1.67022 -1.52351 0.129 -0.654 0.457
C -1.37769 -0.49122 -0.60099 0.170 0.256 0.455
C -0.03244 0.04684 -0.11694 -0.262 -1.135 0.811
C 0.50591 -0.85856 1.05524 0.390 0.320 -0.549
O -0.40499 -1.19850 1.98580 -0.172 -0.093 0.233
H 1.71799 -0.48899 -2.97413 0.169 0.237 0.145
H 0.94665 -1.64254 -1.89893 0.066 -0.067 -0.004
H -0.04858 -0.51023 -2.78567 0.166 0.177 -0.048
H 2.23540 1.95420 -1.48255 0.037 -0.011 -0.436
H 0.69181 2.31762 -0.79972 -0.237 0.093 -0.058
H 0.75836 1.82886 -2.52555 0.056 0.271 0.017
H -1.34661 -1.52457 -0.92594 0.036 -0.219 -0.279
H -1.84452 0.15697 -1.33353 -0.097 0.057 -0.456
H -1.99474 -0.45979 0.29078 -0.161 -0.146 0.122
H -0.29886 0.95686 0.37997 0.172 0.919 0.101
H 1.36055 -0.25894 1.46592 0.009 -0.133 -0.113
H 0.99737 -1.72380 0.53478 -0.090 -0.076 0.153
H -2.38008 0.73222 2.83474 0.126 0.080 -0.038
H -0.98678 0.11328 2.52997 0.055 -0.265 -0.444
O -1.47555 1.01295 2.65708 -0.274 0.208 0.383
```
Forces are in eV/Å.

The net atomic charges from natural (NBO), expressed in e, are:
1. C -0.410
2. N -0.456
3. C -0.405
4. C -0.647
5. C -0.094
6. C -0.003
7. O -0.935
8. H 0.179
9. H 0.202
10. H 0.153
11. H 0.177
12. H 0.202
13. H 0.157
14. H 0.188
15. H 0.176
16. H 0.249
17. H 0.198
18. H 0.094
19. H 0.082
20. H 0.437
21. H 0.502
22. O -1.045